# 1
Formula: C17H27F6NO8S7SiW
Source: the OMol25 dataset
Level of theory: ωB97M-V/def2-TZVPD

Structure (XYZ):
```
68
Properties=species:S:1:pos:R:3
H 3.39 2.80 -3.32
H 3.85 1.44 0.15
O 1.70 -1.58 -0.39
O -3.13 0.21 -4.43
C 0.19 -2.98 -1.64
C 2.86 1.29 3.26
C -5.29 3.16 -0.92
C 3.61 2.11 -0.68
C 2.48 2.36 -2.90
C -3.98 -3.34 4.24
F -6.47 2.60 -1.12
H 0.06 -4.23 0.86
F -0.73 2.17 -2.34
H 3.35 2.06 2.68
C 3.63 0.21 -2.32
C 1.14 -2.90 -0.46
F -5.23 3.68 0.29
S -2.75 0.69 -3.16
H 3.51 0.42 3.32
C -3.26 -1.30 2.79
O -4.49 0.61 -0.41
C 2.32 -3.83 -0.66
S -2.79 0.32 2.28
H -0.07 -0.53 2.92
S -3.03 -2.10 0.22
O 1.58 0.93 -1.26
H 1.16 2.86 1.80
C 1.53 0.90 2.62
S -3.62 -1.65 4.46
S -3.84 -3.85 2.59
O -2.37 -0.34 -2.15
F -0.36 0.96 -4.09
W -2.26 0.05 0.03
H 3.87 -0.51 -1.53
H -0.30 1.88 1.99
H 0.55 0.19 4.41
H 3.01 -3.76 0.18
H 3.06 -0.31 -3.09
Si 1.23 -0.09 -0.06
H 1.51 -1.03 3.56
O -2.84 2.29 -0.21
N -3.78 1.73 -2.55
H 1.95 1.85 -3.69
O 1.87 0.37 1.33
O -0.46 -0.02 -0.01
H 0.46 2.60 3.40
H 1.99 -4.87 -0.74
H -0.63 -2.27 -1.55
H 4.54 2.50 -1.08
H -0.41 -2.54 1.02
H -0.24 -3.98 -1.72
H 1.13 -3.10 1.69
H 1.86 3.17 -2.51
S -3.99 1.85 -1.03
C -1.25 1.72 -3.46
H 2.86 -3.57 -1.57
H 2.69 1.66 4.27
F -1.61 2.74 -4.23
F -5.08 4.10 -1.82
C 0.66 2.13 2.44
C 0.84 -0.18 3.43
H 4.57 0.56 -2.75
H 0.73 -2.76 -2.57
H 3.03 2.94 -0.29
C -3.36 -2.32 1.93
S -4.41 -4.33 5.47
C 0.44 -3.21 0.86
C 2.84 1.39 -1.78
```

Properties
Highest occupied orbital energy   -0.2853 hartree
Orbital gap   0.2539 Ha
Multiplicity   1
Energy above the lowest of the compared OMol25 structures with the same formula, charge and spin   0.0 kJ/mol

# 2
Formula: C20H19BN9Tl
Source: the OMol25 dataset
Level of theory: ωB97M-V/def2-TZVPD

Structure (XYZ):
```
50
Properties=species:S:1:pos:R:3
H -0.21 0.96 6.17
H 3.63 0.27 -5.06
C -0.17 -1.95 -3.98
C -0.12 -0.46 4.55
H 0.30 -1.64 2.80
C -4.59 -0.92 1.53
H -4.58 -2.41 3.10
C 4.19 0.27 -1.86
N 1.70 -0.16 3.02
C -4.08 -1.55 2.65
H -5.52 -1.24 1.07
Tl 1.04 0.40 -0.16
H -2.31 1.32 1.06
H -0.16 -1.91 -5.06
C 3.67 0.27 -3.99
C 4.76 0.25 -3.14
N -2.28 -0.01 2.62
N 0.18 1.91 -2.05
C -2.39 -1.58 4.47
H -3.07 -2.25 4.97
C -2.84 0.50 1.53
N 0.37 -0.97 -3.24
C -0.69 -2.91 -3.13
C -2.91 -1.03 3.20
C -0.40 -2.41 -1.86
C -0.74 3.48 -3.36
N 0.23 -1.25 -1.94
H 1.82 2.19 5.41
C 1.46 1.33 4.86
H -0.62 -2.85 -0.89
B 1.10 0.29 -3.78
N 2.86 0.29 -1.94
C -1.23 -1.29 5.05
H -1.19 -3.82 -3.39
H -1.26 4.37 -3.68
C 2.12 0.87 3.74
H -1.04 -1.73 6.03
N -3.97 0.11 0.96
C -0.18 2.49 -4.14
C -0.48 3.06 -2.05
H 4.68 0.25 -0.90
H -0.14 2.40 -5.22
H 1.12 0.24 -4.97
H 5.80 0.23 -3.40
H 3.03 1.35 3.39
H -0.74 3.53 -1.11
C 0.33 0.64 5.28
N 0.36 1.57 -3.34
C 0.61 -0.80 3.42
N 2.55 0.30 -3.25
```

Properties
Highest occupied orbital energy   -0.3132 hartree
Orbital gap   0.3081 Ha
Multiplicity   1
Energy above the lowest of the compared OMol25 structures with the same formula, charge and spin   14.9 kJ/mol